The following is a DFT calculation (ωB97M-V/def2-TZVPD) of 3 unconnected molecules or ions with the total composition C3H14N3O2 in a non-equilibrium geometry.

## Properties
M (g/mol): 124.16
Largest force on an atom (eV/Å): 4.406
Total charge: 0
Spin multiplicity: 2
LUMO energy (spin up / spin down) (eV): 0.550 / 0.413
HOMO level (spin up / spin down) (eV): -3.415 / -8.505
Relative energy (zero: lowest compared OMol25 entry of this formula, charge and spin) (kcal per mole): 28.2

Structure (XYZ):
```
22
Properties=species:S:1:pos:R:3:lowdin_spin:R:1
O -2.8968 -1.5806 1.6503 0.003
O -1.0218 1.1131 -2.2014 0.012
N 0.6973 1.9297 0.4340 0.162
N 2.6081 1.0472 -0.8538 0.115
N 1.6604 -0.2418 0.8589 0.087
C -0.6008 -1.1283 0.0334 0.019
C 1.5682 0.9583 0.1003 0.449
C 0.2855 -0.7825 1.1790 0.033
H 0.3849 -1.7877 1.6107 0.001
H -1.5125 1.7729 -2.6814 0.002
H -3.2640 -1.4959 0.7748 0.001
H 3.3031 0.3842 -1.0344 0.016
H -0.2031 1.6110 0.9483 0.032
H -1.2065 0.3070 -2.7643 0.002
H 2.4865 -0.7648 0.7428 0.011
H 2.7394 1.8241 -1.3884 0.016
H -0.2321 0.0289 1.9125 0.010
H -0.6686 -2.2615 0.0345 0.001
H -1.5932 -0.6696 0.1631 0.004
H 0.5005 2.7196 -0.2548 0.022
H -2.5597 -2.4471 1.5767 0.000
H -0.4751 -0.5362 -0.8407 0.002
```